C26H53Br2N3O2P | the ωB97M-V functional and the def2-TZVPD basis

LUMO: -4.633 eV
highest occupied orbital energy: -11.63 eV
energy relative to the best compared isomer or geometry (same formula, charge and spin): 1.197 eV
largest force on an atom: 4.92 eV/Å

Geometry as ORCA input:
```
! wB97M-V def2-TZVPD RIJCOSX def2/J DEFGRID3
* xyz 1 1
C 0.219 4.083 0.062
C -1.009 3.234 -0.352
C -0.548 1.979 -1.169
C -0.892 0.722 -0.350
C -0.376 -0.613 -0.965
C 1.121 -0.408 -1.320
C 1.899 -1.751 -1.439
C 1.127 -2.482 -2.617
C 1.970 -3.428 -3.472
N 2.200 -4.640 -3.240
C 1.764 -2.735 -0.241
P 1.946 -2.067 1.589
N 1.137 -3.217 2.602
O 1.051 -0.722 1.826
N 3.006 -3.519 -0.366
C 3.918 -2.921 -1.016
C 3.435 -1.584 -1.548
Br 4.280 -0.338 -0.256
C 4.062 -1.176 -2.907
C 3.396 0.028 -3.564
O 3.225 1.036 -3.077
Br 2.770 -0.280 -5.403
H -0.096 4.914 0.702
H 0.656 4.514 -0.844
H 0.943 3.465 0.604
H -1.549 2.950 0.559
H -1.666 3.864 -0.959
H -1.096 2.009 -2.118
H 0.522 2.123 -1.347
H -0.477 0.852 0.658
H -1.982 0.722 -0.228
H -0.517 -1.406 -0.218
H -0.976 -0.880 -1.841
H 1.111 0.111 -2.280
H 1.591 0.285 -0.616
H 0.289 -3.069 -2.232
H 0.678 -1.723 -3.266
H 2.388 -3.004 -4.394
H 1.710 -4.888 -2.370
H 0.857 -3.342 -0.186
H 0.154 -2.966 2.723
H 1.233 -4.130 2.159
H 1.545 0.076 1.578
H 3.054 -4.443 0.052
H 4.890 -3.402 -1.106
H 5.096 -0.878 -2.701
H 4.126 -2.029 -3.587
C 0.791 3.338 6.242
C 2.087 2.534 6.242
C 3.219 3.208 5.467
C 2.950 3.412 3.975
C 2.633 2.137 3.198
C 3.777 1.126 3.194
H 0.392 3.463 5.234
H 0.029 2.830 6.836
H 0.948 4.327 6.675
H 1.897 1.531 5.846
H 2.413 2.395 7.276
H 4.134 2.623 5.597
H 3.424 4.185 5.916
H 3.825 3.894 3.527
H 2.124 4.116 3.846
H 2.408 2.413 2.160
H 1.728 1.664 3.592
H 4.681 1.563 2.761
H 3.506 0.251 2.598
H 4.014 0.776 4.199
C -4.060 -2.819 -1.796
C -4.457 -1.874 -2.925
C -4.663 -0.434 -2.462
C -5.789 -0.229 -1.447
C -7.169 -0.699 -1.906
C -7.684 0.050 -3.131
H -4.838 -2.888 -1.034
H -3.889 -3.824 -2.186
H -3.136 -2.481 -1.315
H -5.355 -2.251 -3.420
H -3.667 -1.883 -3.683
H -4.845 0.195 -3.337
H -3.729 -0.067 -2.018
H -5.840 0.835 -1.197
H -5.536 -0.742 -0.513
H -7.874 -0.550 -1.085
H -7.159 -1.773 -2.110
H -7.745 1.123 -2.934
H -8.682 -0.299 -3.398
H -7.041 -0.103 -4.000
*
```

=====

C26H53BrCl16F3N6 | the ωB97M-V functional and the def2-TZVPD basis

LUMO: -2.403 eV
highest occupied orbital energy: -11.53 eV
largest force on an atom: 2.15 eV/Å

Geometry as ORCA input:
```
! wB97M-V def2-TZVPD RIJCOSX def2/J DEFGRID3
* xyz 1 1
C -1.282 2.315 4.411
C -1.109 2.897 2.999
C -0.746 1.821 1.964
Br -0.979 2.664 0.184
N -1.554 0.633 2.115
C -2.996 0.827 1.840
C -3.482 0.289 0.481
C -4.933 -0.107 0.649
F -5.653 0.944 0.996
F -5.442 -0.555 -0.479
F -5.073 -1.086 1.525
C -2.701 -0.955 0.023
N -1.961 -1.483 1.185
C -1.060 -0.482 1.551
N 0.185 -0.735 1.335
C 0.659 -1.990 0.715
C 2.201 -2.061 0.597
N 2.589 -3.406 0.212
N 2.657 -1.189 -0.466
N 2.913 -1.776 1.836
H -2.266 2.561 4.797
H -1.203 1.229 4.447
H -0.554 2.703 5.110
H -2.015 3.413 2.705
H -0.277 3.592 2.996
H 0.325 1.669 2.057
H -3.519 0.296 2.632
H -3.308 1.859 1.918
H -3.416 1.019 -0.316
H -3.339 -1.752 -0.353
H -1.989 -0.756 -0.771
H -2.575 -1.725 1.952
H 0.878 -0.046 1.603
H 0.278 -2.786 1.347
H 0.217 -2.136 -0.265
H 2.306 -4.032 0.959
H 2.120 -3.674 -0.647
H 3.601 -1.459 -0.717
H 2.629 -0.211 -0.197
H 2.710 -2.455 2.560
H 2.788 -0.829 2.167
Cl 1.922 3.528 4.795
C 3.442 3.604 3.875
C 3.221 3.442 2.394
Cl 2.695 1.783 1.963
H 4.109 2.839 4.266
H 3.884 4.580 4.069
H 4.155 3.620 1.863
H 2.473 4.135 2.015
Cl 1.979 6.699 -3.278
C 1.049 5.325 -2.640
C 0.208 5.688 -1.447
Cl 1.199 6.057 -0.011
H 1.752 4.535 -2.394
H 0.408 4.974 -3.448
H -0.413 4.836 -1.188
H -0.429 6.547 -1.644
Cl 2.273 1.576 -1.835
C 3.708 2.276 -2.644
C 4.159 1.440 -3.813
Cl 4.829 -0.126 -3.292
H 4.494 2.380 -1.901
H 3.429 3.270 -2.989
H 4.949 1.962 -4.352
H 3.342 1.245 -4.504
Cl 6.317 -5.387 2.640
C 5.799 -6.078 1.081
C 6.455 -5.398 -0.094
Cl 5.884 -3.723 -0.298
H 4.716 -6.005 1.025
H 6.073 -7.132 1.094
H 6.210 -5.933 -1.010
H 7.537 -5.375 0.011
Cl 1.562 -2.053 4.929
C 0.203 -2.867 5.743
C -0.531 -3.812 4.825
Cl -1.414 -2.941 3.538
H -0.459 -2.099 6.134
H 0.620 -3.422 6.582
H -1.268 -4.374 5.395
H 0.143 -4.517 4.345
Cl -2.856 -3.994 -1.884
C -4.479 -4.378 -2.532
C -5.409 -4.894 -1.465
Cl -4.923 -6.505 -0.879
H -4.355 -5.096 -3.337
H -4.877 -3.457 -2.952
H -6.420 -4.994 -1.865
H -5.448 -4.223 -0.609
Cl 6.577 7.134 -6.516
C 4.965 6.995 -7.260
C 3.903 6.643 -6.251
Cl 4.096 4.984 -5.626
H 5.024 6.252 -8.053
H 4.737 7.960 -7.709
H 2.920 6.694 -6.715
H 3.918 7.323 -5.403
Cl -7.445 -2.275 -3.129
C -9.182 -2.622 -2.916
C -9.456 -3.404 -1.658
Cl -8.834 -5.074 -1.743
H -9.529 -3.151 -3.799
H -9.691 -1.661 -2.868
H -10.531 -3.477 -1.501
H -9.014 -2.926 -0.787
*
```

=====

C26H53ClI2N2O10P | the ωB97M-V functional and the def2-TZVPD basis

LUMO: -2.918 eV
highest occupied orbital energy: -11.61 eV
energy relative to the best compared isomer or geometry (same formula, charge and spin): 0.000 eV
largest force on an atom: 3.24 eV/Å

Geometry as ORCA input:
```
! wB97M-V def2-TZVPD RIJCOSX def2/J DEFGRID3
* xyz 1 1
C -4.614 -4.649 -1.236
C -4.210 -3.816 -2.448
O -3.944 -2.454 -2.117
C -2.620 -2.131 -1.789
C -2.590 -1.424 -0.438
O -1.571 -0.431 -0.362
C -0.278 -0.943 -0.510
C 0.687 -0.166 0.317
C 0.805 0.059 1.686
C -0.108 -0.422 2.752
C -0.864 0.685 3.420
O -1.122 1.701 2.941
Cl -1.379 0.263 5.034
N 1.975 0.809 1.842
C 2.637 1.296 3.069
I 2.801 -0.223 4.538
C 2.129 2.692 3.498
C 3.307 3.679 3.567
I 1.101 2.804 5.353
C 2.537 1.071 0.633
C 3.775 1.812 0.337
P 5.209 0.816 -0.188
O 6.435 1.577 0.003
O 4.891 0.447 -1.698
O 5.082 -0.526 0.656
N 1.737 0.487 -0.284
O 1.959 0.487 -1.629
C 1.903 1.810 -2.268
C 0.881 1.880 -3.377
C -0.516 1.596 -2.836
C 1.272 1.104 -4.680
C 2.564 0.297 -4.579
C 0.175 0.194 -5.215
H -5.664 -4.916 -1.289
H -4.054 -5.578 -1.185
H -4.471 -4.084 -0.325
H -3.360 -4.262 -2.962
H -5.024 -3.804 -3.163
H -2.008 -3.033 -1.770
H -2.196 -1.468 -2.549
H -2.494 -2.144 0.375
H -3.533 -0.907 -0.304
H 0.059 -0.869 -1.541
H -0.220 -2.000 -0.239
H -0.878 -1.019 2.260
H 0.367 -1.062 3.482
H 3.667 1.427 2.790
H 1.427 3.021 2.741
H 4.149 3.345 2.966
H 3.694 3.759 4.575
H 3.005 4.653 3.202
H 3.603 2.512 -0.476
H 4.074 2.411 1.183
H 4.307 -0.303 -1.858
H 4.613 -1.255 0.238
H 1.672 2.563 -1.520
H 2.907 2.004 -2.627
H 0.871 2.940 -3.633
H -0.706 0.545 -2.685
H -1.266 1.961 -3.528
H -0.670 2.110 -1.891
H 1.434 1.855 -5.450
H 2.799 -0.115 -5.555
H 3.419 0.907 -4.302
H 2.460 -0.530 -3.881
H 0.524 -0.287 -6.123
H -0.073 -0.596 -4.508
H -0.732 0.740 -5.448
C -5.708 -1.604 5.394
C -4.577 -1.878 4.422
O -4.993 -1.773 3.061
H -6.532 -2.296 5.219
H -5.373 -1.713 6.426
H -6.088 -0.589 5.266
H -4.207 -2.896 4.541
H -3.743 -1.194 4.599
H -5.337 -0.883 2.927
C -6.866 -3.667 -6.756
C -5.584 -4.465 -6.612
O -5.539 -5.216 -5.400
H -6.986 -2.988 -5.911
H -6.862 -3.082 -7.676
H -7.733 -4.330 -6.780
H -4.721 -3.802 -6.575
H -5.457 -5.135 -7.469
H -6.281 -5.829 -5.404
C 6.905 5.819 6.633
C 6.709 4.316 6.676
O 6.034 3.820 5.516
H 5.944 6.325 6.537
H 7.397 6.173 7.539
H 7.523 6.104 5.779
H 6.082 4.033 7.519
H 7.672 3.809 6.787
H 6.576 4.040 4.752
*
```

=====

C26H53O11S6 | the ωB97M-V functional and the def2-TZVPD basis

LUMO: -4.446 eV
highest occupied orbital energy: -11.37 eV
largest force on an atom: 1.19 eV/Å

Geometry as ORCA input:
```
! wB97M-V def2-TZVPD RIJCOSX def2/J DEFGRID3
* xyz 1 1
C 6.208 3.487 -5.230
C 5.343 4.462 -4.931
S 4.403 5.325 -6.132
O 2.842 5.011 -6.060
C 2.241 5.121 -4.712
C 1.599 3.809 -4.318
C 2.514 2.588 -4.270
C 2.835 1.942 -5.638
H 6.989 3.274 -4.509
H 6.179 2.874 -6.122
H 5.227 4.810 -3.912
H 4.747 4.641 -7.249
H 1.454 5.867 -4.815
H 2.939 5.511 -3.971
H 0.720 3.636 -4.940
H 1.214 3.961 -3.305
H 1.996 1.842 -3.670
H 3.444 2.807 -3.741
H 2.443 2.505 -6.485
H 2.464 0.923 -5.716
H 3.919 1.915 -5.774
C 3.475 -0.870 0.373
C 4.644 -0.358 -0.480
C 4.070 0.623 -1.509
S 2.595 1.319 -0.748
O 1.442 0.910 -1.519
O 2.826 2.717 -0.450
C 2.660 0.362 0.757
H 3.819 -1.400 1.251
H 2.861 -1.554 -0.217
H 5.360 0.160 0.161
H 5.174 -1.173 -0.972
H 4.762 1.430 -1.743
H 3.764 0.119 -2.425
H 1.650 0.137 1.091
H 3.177 0.958 1.509
C -1.040 -3.592 3.378
C -0.607 -3.939 1.952
C 0.000 -2.677 1.327
S 0.674 -1.729 2.697
O -0.055 -0.484 2.802
O 2.121 -1.740 2.633
C 0.134 -2.835 3.993
H -1.283 -4.473 3.949
H -1.925 -2.953 3.347
H 0.143 -4.733 1.982
H -1.444 -4.300 1.362
H 0.799 -2.912 0.629
H -0.741 -2.060 0.845
H -0.131 -2.258 4.877
H 0.964 -3.505 4.217
C -6.206 -5.073 6.080
C -6.630 -3.946 5.129
C -5.426 -3.624 4.234
S -4.473 -5.143 4.115
O -3.191 -4.935 4.746
O -4.561 -5.670 2.777
C -5.504 -6.111 5.210
H -7.058 -5.504 6.603
H -5.513 -4.685 6.829
H -7.467 -4.284 4.514
H -6.960 -3.062 5.672
H -5.722 -3.319 3.234
H -4.784 -2.865 4.678
H -4.883 -6.805 5.772
H -6.215 -6.660 4.592
C -3.448 -2.313 -3.462
C -4.082 -3.689 -3.213
C -3.315 -4.345 -2.058
S -2.684 -2.998 -1.051
O -1.239 -3.004 -1.109
O -3.370 -2.972 0.216
C -3.290 -1.672 -2.086
H -4.060 -1.697 -4.119
H -2.469 -2.436 -3.930
H -5.130 -3.562 -2.935
H -4.054 -4.313 -4.104
H -3.952 -4.973 -1.440
H -2.461 -4.919 -2.412
H -2.583 -0.846 -2.065
H -4.251 -1.354 -1.683
C 0.938 4.119 2.066
C 1.462 5.076 0.988
C 0.753 6.422 1.188
S 0.348 6.523 2.938
O -1.085 6.518 3.079
O 1.158 7.537 3.561
C 0.973 4.904 3.374
H 1.539 3.213 2.128
H -0.089 3.826 1.835
H 2.539 5.204 1.108
H 1.291 4.684 -0.012
H 1.386 7.267 0.926
H -0.181 6.475 0.632
H 0.352 4.476 4.157
H 1.994 5.032 3.732
*
```

=====

C26H54Cl2GeMoN4O2SbSe4Si3 | the ωB97M-V functional and the def2-TZVPD basis

⟨S²⟩: 3.792
LUMO (alpha / beta): -1.658 / -1.658 eV
highest occupied orbital energy (alpha / beta): -7.36 / -7.29 eV
largest force on an atom: 3.08 eV/Å

Geometry as ORCA input:
```
! wB97M-V def2-TZVPD RIJCOSX def2/J DEFGRID3
* xyz 0 4
Mo -0.327 -0.836 -0.536
C -1.280 -1.793 2.671
C -2.105 -0.640 2.051
N -2.253 -0.835 0.635
C -3.287 -1.894 0.424
C -2.964 -2.391 -0.969
N -1.471 -2.614 -1.038
C -1.058 -3.844 -0.323
C 0.103 -4.622 -1.031
C 0.980 -3.715 -1.908
N 1.350 -2.328 -1.355
C 2.740 -2.010 -0.945
C 2.227 -0.725 1.353
N 0.779 -0.898 1.510
C 0.247 -1.607 2.668
H -1.596 -2.712 2.217
H -1.563 -1.850 3.718
H -1.653 0.327 2.236
H -3.108 -0.494 2.468
H -2.633 -0.025 0.208
H -4.301 -1.485 0.509
H -3.196 -2.664 1.206
H -3.196 -1.645 -1.662
H -3.506 -3.265 -1.309
H -1.325 -2.676 -2.095
H -1.846 -4.573 -0.245
H -0.742 -3.465 0.635
H -0.303 -5.409 -1.730
H 0.594 -5.151 -0.274
H 0.692 -3.543 -2.921
H 1.909 -4.307 -2.191
H 1.292 -1.856 -2.213
H 3.317 -1.770 -1.863
H 3.140 -4.033 -0.878
H 2.574 0.212 1.716
H 2.713 -1.501 2.005
H 0.435 0.052 1.707
H 0.533 -1.093 3.573
H 0.552 -2.659 2.665
Cl 7.338 -1.931 0.627
C 5.805 -2.768 0.593
C 5.399 -3.232 1.897
C 4.127 -3.573 2.185
Cl 3.605 -3.880 3.791
C 3.112 -3.518 1.125
O 1.975 -3.966 1.345
C 3.496 -3.164 -0.293
C 2.550 -0.718 -0.173
O 1.513 0.009 -0.731
C 5.002 -2.828 -0.471
H 6.104 -3.106 2.706
H 3.447 -0.088 -0.230
H 5.305 -2.399 -1.459
Se -1.275 -0.962 -6.923
Sb -1.826 -1.553 -4.736
Se -0.583 -0.070 -2.922
Se -4.297 -1.262 -4.220
Se -2.044 -3.888 -4.041
C 2.215 3.405 1.400
Si 0.445 2.887 1.807
C -0.320 4.620 2.267
C 0.527 1.945 3.422
Ge -0.685 1.775 -0.120
Si -3.013 2.609 -0.042
C -3.169 4.421 -0.441
C -4.219 1.744 -1.233
C -3.724 2.415 1.712
Si 0.354 3.095 -1.818
C 0.794 4.892 -1.392
C -1.077 3.367 -3.034
C 1.901 2.341 -2.400
H 2.885 3.222 2.266
H 2.282 4.484 1.136
H 2.556 2.764 0.589
H 0.423 5.108 2.927
H -1.177 4.454 2.900
H -0.566 5.245 1.440
H 0.896 0.920 3.330
H -0.441 1.931 3.964
H 1.237 2.404 4.092
H -2.505 4.588 -1.219
H -2.924 4.944 0.514
H -4.182 4.661 -0.735
H -3.733 1.682 -2.227
H -5.172 2.317 -1.229
H -4.423 0.658 -1.200
H -2.983 3.012 2.114
H -3.772 1.412 2.078
H -4.666 2.902 1.777
H -0.030 5.384 -0.870
H 0.810 5.396 -2.395
H 1.661 5.297 -0.788
H -1.548 4.346 -2.938
H -1.942 2.679 -2.912
H -0.786 3.344 -4.145
H 2.395 2.036 -1.449
H 2.597 3.093 -2.881
H 1.860 1.432 -3.029
*
```

=====

What is the largest force on an atom in the third record? 3.24 eV/Å

=====

Which value of largest force on an atom does entry 1 give? 4.92 eV/Å

=====

The lowest largest force on an atom belongs to which entry? C26H53O11S6

=====

largest force on an atom of number 2 (C26H53BrCl16F3N6)? 2.15 eV/Å